DFT (ωB97M-V with the def2-TZVPD basis set) results for C43H58GeOPS2Se2Si4V as an isolated structure.

Summary:
* spin multiplicity: 2
* frontier orbital gap (spin up / spin down): 7.42 / 7.58 eV
* <S²>: 0.765
* highest occupied orbital energy (spin up / spin down): -0.385 / -0.387 Eh
* charge: +1
* energy above the lowest of the compared OMol25 structures with the same formula, charge and spin: 10.6 kJ/mol

Each line ends with the Mulliken spin population.
Cartesian coordinates (Å):
1 V -0.64345 0.23920 -0.24798  1.130
2 C 0.03074 -3.93795 1.36444  0.001
3 C -0.31646 -2.79347 0.45177  0.027
4 S 0.78058 -1.38880 0.49293  -0.037
5 C -1.37531 -2.75630 -0.36556  0.025
6 C -2.35979 -3.87667 -0.50445  -0.002
7 S -1.61665 -1.38406 -1.43453  -0.050
8 H 0.85116 -3.66531 2.02634  0.001
9 H 0.33230 -4.81510 0.78758  0.000
10 H -0.82073 -4.21408 1.98518  0.000
11 H -2.32447 -4.53970 0.35905  0.000
12 H -2.13746 -4.46311 -1.39926  0.000
13 H -3.36869 -3.47965 -0.61025  0.003
14 Se -1.35027 1.82395 -1.96748  -0.016
15 P -0.05772 3.17851 -0.85839  0.019
16 Se 1.05941 1.92782 0.51130  -0.021
17 C 1.07561 4.09109 -1.94882  0.012
18 C 2.36470 4.37441 -1.51309  0.000
19 C 3.22975 5.07341 -2.34057  -0.001
20 C 2.80159 5.49538 -3.59099  0.000
21 C 1.51099 5.21715 -4.02016  -0.001
22 C 0.64515 4.50981 -3.20334  -0.003
23 C -1.01950 4.48898 -0.05191  0.008
24 C -0.73689 4.88769 1.24738  -0.002
25 C -1.42271 5.96267 1.79249  0.000
26 C -2.37756 6.63042 1.04153  0.000
27 C -2.65513 6.23056 -0.25996  -0.001
28 C -1.97759 5.15716 -0.81094  -0.002
29 H 2.68803 4.05046 -0.53168  0.000
30 H 4.23836 5.28665 -2.01216  0.000
31 H 3.47368 6.04922 -4.23311  0.000
32 H 1.18195 5.55183 -4.99519  0.000
33 H -0.35670 4.27685 -3.54546  0.001
34 H 0.01341 4.36013 1.82386  0.000
35 H -1.20742 6.28237 2.80328  0.000
36 H -2.91089 7.46944 1.46850  0.000
37 H -3.39500 6.75882 -0.84630  0.000
38 H -2.19494 4.83091 -1.82138  0.000
39 C 5.72682 -1.79265 -0.77588  0.000
40 Si 4.25872 -0.73690 -0.22925  0.003
41 C 3.97240 -0.97340 1.62365  -0.001
42 C 4.66544 1.07377 -0.60315  0.000
43 Ge 2.26637 -1.54942 -1.40988  0.001
44 Si 1.91014 -0.61819 -3.68760  0.011
45 C 0.32845 -1.09551 -4.59545  -0.001
46 C 2.27543 1.23121 -3.83836  -0.002
47 C 3.34015 -1.55596 -4.50197  0.000
48 Si 2.47482 -3.98201 -1.57582  0.002
49 C 0.86783 -4.65844 -2.32974  0.001
50 C 3.90946 -4.42979 -2.72945  0.000
51 C 2.90826 -4.66268 0.13999  0.000
52 H 6.61814 -1.46106 -0.23746  0.000
53 H 5.93043 -1.68392 -1.84344  0.000
54 H 5.58504 -2.85374 -0.56279  0.000
55 H 4.90195 -0.82166 2.17664  0.000
56 H 3.60713 -1.97631 1.85100  0.000
57 H 3.23790 -0.25505 1.99376  0.001
58 H 5.74312 1.23519 -0.52872  0.000
59 H 4.17125 1.73171 0.11192  0.000
60 H 4.35028 1.37058 -1.60416  0.000
61 H -0.48829 -0.40301 -4.39180  0.001
62 H -0.01051 -2.09630 -4.32557  0.000
63 H 0.52338 -1.08309 -5.67100  0.000
64 H 1.35498 1.79851 -3.95361  0.000
65 H 2.89221 1.41513 -4.72113  0.000
66 H 2.80417 1.62741 -2.96990  0.001
67 H 3.06421 -2.58930 -4.71966  0.000
68 H 4.23314 -1.57103 -3.87197  0.000
69 H 3.60979 -1.07606 -5.44516  0.000
70 H 1.05868 -5.05040 -3.32999  0.000
71 H 0.12172 -3.86803 -2.41768  0.000
72 H 0.43361 -5.46772 -1.73827  0.000
73 H 3.54668 -4.69994 -3.72180  0.000
74 H 4.45080 -5.29087 -2.33264  0.000
75 H 4.62460 -3.61358 -2.84073  0.000
76 H 2.59949 -3.98927 0.94061  0.001
77 H 3.98953 -4.78965 0.21812  0.000
78 H 2.44739 -5.63531 0.32343  0.000
79 O -1.65544 0.38237 1.00429  -0.132
80 Si -3.11134 0.25689 1.81771  0.016
81 C -3.37630 1.80404 2.82943  0.000
82 C -4.66976 2.12026 3.24856  0.000
83 C -4.89244 3.17594 4.11835  0.000
84 C -3.82148 3.92943 4.58091  0.000
85 C -2.53352 3.63887 4.15454  0.000
86 C -2.31235 2.58089 3.28606  0.002
87 C -2.95845 -1.20241 2.97873  -0.001
88 C -1.71254 -1.60333 3.46008  0.001
89 C -1.61437 -2.58628 4.43362  0.000
90 C -2.75958 -3.19591 4.92564  0.000
91 C -4.00642 -2.80905 4.45467  0.000
92 C -4.10320 -1.81215 3.49638  0.000
93 C -4.37113 0.10373 0.44068  0.007
94 C -4.60080 1.21908 -0.36772  -0.002
95 C -5.49541 1.15475 -1.42421  0.000
96 C -6.18615 -0.02319 -1.67511  -0.001
97 C -5.98205 -1.13334 -0.86928  0.003
98 C -5.07888 -1.06951 0.18166  -0.003
99 H -5.50905 1.53466 2.88625  0.000
100 H -5.89909 3.40909 4.44054  0.000
101 H -3.99215 4.73989 5.27761  0.000
102 H -1.69973 4.23197 4.51013  0.000
103 H -1.30253 2.34523 2.96323  0.001
104 H -0.81359 -1.12467 3.08424  0.002
105 H -0.64386 -2.87594 4.81776  0.000
106 H -2.67911 -3.96334 5.68449  0.000
107 H -4.90169 -3.27617 4.84434  0.000
108 H -5.08284 -1.49538 3.15319  0.000
109 H -4.08244 2.14861 -0.15592  0.002
110 H -5.65684 2.02519 -2.04780  0.000
111 H -6.88860 -0.07303 -2.49713  0.000
112 H -6.52536 -2.05021 -1.06025  0.000
113 H -4.92084 -1.94062 0.80842  -0.002

Atomic forces in eV per Å
1.1 0.1 -1.3
-0.1 0.0 0.0
0.1 -0.1 0.0
0.5 -0.7 0.0
0.2 0.0 0.0
0.0 0.0 0.1
-0.3 -0.2 -0.6
-0.1 -0.1 0.0
0.0 0.0 0.1
-0.1 0.0 0.0
0.0 0.0 0.0
0.0 0.0 0.0
0.0 0.0 0.0
-0.1 0.2 -0.5
0.3 0.8 -0.2
0.3 0.1 0.0
-0.1 -0.3 0.1
0.0 0.0 0.0
0.0 0.0 0.0
0.0 0.0 0.0
0.0 0.1 -0.1
0.0 0.0 0.0
0.1 -0.3 0.0
0.0 0.0 -0.1
0.0 0.1 0.0
0.0 0.0 0.0
0.0 0.0 0.0
0.0 -0.1 0.0
0.1 0.0 0.0
0.0 0.0 0.0
0.0 0.0 0.0
0.0 0.0 0.0
0.0 0.0 0.0
0.0 0.0 0.0
0.0 0.0 0.0
0.0 0.0 0.0
0.0 0.0 0.0
0.0 0.0 0.0
-0.2 0.1 0.0
0.1 0.1 0.0
0.0 0.1 -0.3
-0.1 -0.3 0.0
0.4 -0.1 -0.2
0.1 0.0 -0.1
0.1 0.1 0.3
-0.1 -0.3 0.2
-0.1 0.0 0.2
0.0 -0.1 -0.1
0.1 0.1 0.2
-0.1 0.2 0.1
0.0 0.2 -0.1
0.0 0.0 0.0
0.0 0.0 0.0
0.0 0.0 0.0
0.0 0.0 0.0
0.0 0.0 0.0
0.0 0.0 0.0
0.0 0.0 0.0
0.0 0.0 0.0
0.1 0.0 0.0
0.0 0.0 0.0
0.0 0.0 0.0
0.1 0.0 0.0
-0.1 0.1 0.0
0.0 -0.1 0.0
0.0 0.0 0.0
0.0 0.0 0.0
0.0 0.0 -0.1
-0.1 0.1 0.0
0.0 0.0 0.0
-0.1 0.0 0.0
0.0 0.0 0.0
0.0 0.1 0.0
0.0 0.0 0.1
0.0 -0.1 0.0
0.1 -0.1 -0.1
0.0 0.0 -0.1
0.0 0.0 0.0
-1.0 0.4 1.9
-1.2 -0.1 0.4
0.2 -0.2 -0.3
0.0 0.0 -0.1
0.0 0.0 0.0
0.0 0.0 0.0
0.0 0.0 0.1
0.0 -0.1 0.0
-0.1 0.2 -0.3
0.0 0.0 0.0
0.1 0.0 0.0
0.0 0.0 0.0
0.0 0.0 0.0
0.0 0.0 -0.1
0.0 0.0 0.5
0.0 0.0 0.1
0.0 0.0 0.0
0.0 0.0 0.0
0.0 -0.1 0.0
0.1 0.0 0.0
0.0 0.0 0.0
0.0 0.0 0.0
0.0 0.0 0.0
0.0 0.0 0.0
0.0 0.0 0.0
0.0 0.0 0.0
0.0 0.0 0.0
0.0 0.0 0.0
0.0 0.0 0.0
0.0 0.0 0.0
0.0 0.0 0.0
0.0 0.0 0.0
0.0 0.0 0.0
0.0 0.0 0.0
0.0 0.0 0.0

=====

DFT (ωB97M-V with the def2-TZVPD basis set) results for a 5-piece molecular cluster, C43H59ClN5O9S overall.

Summary:
* frontier orbital gap: 7.79 eV
* highest occupied orbital energy: -0.403 Eh
* charge: +1

Each line ends with the Mulliken charge.
Cartesian coordinates (Å):
1 C -1.89214 2.02823 3.25976  -0.962
2 C -0.43430 1.60068 3.09993  -0.781
3 C -0.17795 0.68862 1.88633  0.060
4 C 0.49894 1.40724 0.71723  -0.625
5 C 0.58890 0.60076 -0.57764  -0.449
6 C 1.45977 -0.66176 -0.51126  -0.823
7 C 0.78445 -1.89000 0.11564  -0.375
8 C 1.37170 -3.22971 -0.36997  -0.890
9 C 1.98004 -4.08840 0.74206  -0.727
10 C 3.05350 -5.05088 0.24370  -0.542
11 C 3.82643 -5.71831 1.37657  -0.846
12 C 4.90534 -6.69174 0.87994  -0.837
13 C 6.30568 -6.04754 0.74687  -0.720
14 C 7.31295 -6.87147 1.53388  -0.945
15 N 8.77086 -6.53752 1.26771  0.091
16 C 9.72071 -7.02587 2.35134  -0.989
17 C 9.35792 -8.37157 2.96277  -0.802
18 C 10.35514 -8.67989 4.08313  -0.748
19 S 9.84492 -10.24276 4.84315  -0.206
20 C 8.97175 -5.08001 0.96090  -0.692
21 C 10.46051 -4.74785 0.90452  0.397
22 O 11.15684 -5.14451 0.04760  -0.382
23 Cl 11.03384 -3.74231 2.20221  -0.117
24 H -2.24080 2.62284 2.41429  0.017
25 H -2.52259 1.14331 3.36622  0.356
26 H -2.00792 2.63304 4.16091  0.436
27 H -0.15130 1.06051 4.00755  0.349
28 H 0.21493 2.47917 3.04431  0.388
29 H -1.11965 0.24785 1.54502  0.372
30 H 0.47772 -0.12267 2.20822  -0.105
31 H -0.05271 2.33275 0.51158  0.249
32 H 1.50764 1.70171 1.02880  0.256
33 H 1.00864 1.25927 -1.34499  0.249
34 H -0.41608 0.32898 -0.91735  0.246
35 H 2.37854 -0.42103 0.03717  0.131
36 H 1.73468 -0.92327 -1.53339  0.584
37 H 0.88832 -1.85230 1.20324  0.175
38 H -0.28745 -1.85307 -0.08942  0.412
39 H 0.57145 -3.80004 -0.84494  0.233
40 H 2.11880 -3.05163 -1.14805  0.461
41 H 1.19317 -4.68053 1.21991  0.265
42 H 2.41176 -3.45159 1.52359  0.454
43 H 3.74804 -4.50220 -0.40486  0.321
44 H 2.59007 -5.82822 -0.37283  0.273
45 H 3.12116 -6.24189 2.02573  0.462
46 H 4.28317 -4.92984 1.98514  0.293
47 H 4.60908 -7.06926 -0.09964  0.423
48 H 4.95333 -7.55110 1.55346  0.515
49 H 6.26558 -5.02692 1.12914  0.437
50 H 6.59721 -5.99536 -0.30498  0.376
51 H 7.15053 -6.76967 2.60491  0.417
52 H 7.19376 -7.92265 1.27551  0.496
53 H 9.03108 -7.03993 0.41685  0.504
54 H 9.76509 -6.24495 3.10969  0.448
55 H 10.69392 -7.11608 1.87048  0.494
56 H 9.43628 -9.15455 2.20392  0.426
57 H 8.35859 -8.37386 3.39282  0.537
58 H 10.32208 -7.88749 4.83247  0.429
59 H 11.37203 -8.73642 3.69409  0.415
60 H 10.76588 -10.24041 5.81215  0.158
61 H 8.57674 -4.88821 -0.03315  0.415
62 H 8.44961 -4.48663 1.70423  0.556
63 C -2.89804 -0.19937 -6.44438  -0.492
64 C -1.54452 0.02739 -6.24293  -0.529
65 C -0.86717 -0.64749 -5.24149  -0.265
66 C -1.57150 -1.54726 -4.46504  0.166
67 C -2.92161 -1.79092 -4.64322  -0.407
68 C -3.58604 -1.10319 -5.64447  -0.482
69 N -0.85601 -2.28992 -3.41510  1.083
70 O 0.32871 -2.06044 -3.25499  -0.566
71 O -1.47769 -3.12175 -2.78266  -0.628
72 H -3.42220 0.33378 -7.22657  0.400
73 H -1.01463 0.74069 -6.85848  0.400
74 H 0.18334 -0.47941 -5.06083  0.456
75 H -3.43342 -2.50090 -4.01160  0.468
76 H -4.64201 -1.27559 -5.80154  0.390
77 C -1.64198 6.84990 -1.41356  -0.696
78 C -2.16575 5.89964 -0.54674  -0.384
79 C -2.22252 4.56950 -0.93184  -0.140
80 C -1.75160 4.22456 -2.18437  -0.192
81 C -1.22733 5.15296 -3.06650  -0.505
82 C -1.17694 6.47874 -2.66918  -0.398
83 N -1.79978 2.81032 -2.59241  1.102
84 O -2.29255 2.00697 -1.82577  -0.607
85 O -1.33040 2.52292 -3.67742  -0.573
86 H -1.59390 7.88681 -1.10776  0.414
87 H -2.51584 6.18632 0.43582  0.472
88 H -2.62122 3.81470 -0.27083  0.640
89 H -0.87065 4.84110 -4.03625  0.495
90 H -0.77154 7.22226 -3.34189  0.372
91 C -8.47126 3.76090 1.72283  -0.502
92 C -8.28854 5.00177 2.32074  -0.327
93 C -7.01238 5.51198 2.48510  -0.432
94 C -5.93965 4.76297 2.03243  0.118
95 C -6.09392 3.52443 1.43849  -0.326
96 C -7.37864 3.02442 1.28804  -0.584
97 N -4.58437 5.31265 2.18158  0.973
98 O -4.45984 6.39742 2.71299  -0.617
99 O -3.65501 4.65206 1.75262  -0.525
100 H -9.47214 3.37486 1.58721  0.408
101 H -9.14271 5.57483 2.65269  0.366
102 H -6.84385 6.47224 2.94990  0.518
103 H -5.23121 2.96915 1.10212  0.523
104 H -7.52409 2.05917 0.82277  0.408
105 C -7.97751 9.90425 -1.56248  -0.452
106 C -8.94010 9.55952 -2.50228  -0.408
107 C -9.71411 8.42405 -2.32306  -0.480
108 C -9.50275 7.65805 -1.19180  0.129
109 C -8.54921 7.97773 -0.24327  -0.175
110 C -7.78047 9.11405 -0.43746  -0.450
111 N -10.32632 6.45151 -0.98931  0.997
112 O -11.12736 6.16107 -1.85223  -0.602
113 O -10.14892 5.81528 0.03285  -0.586
114 H -7.37845 10.79347 -1.70725  0.386
115 H -9.09100 10.17592 -3.37780  0.376
116 H -10.46725 8.13547 -3.04052  0.462
117 H -8.41246 7.34553 0.62127  0.380
118 H -7.02786 9.38185 0.29171  0.409

Atomic forces in eV per Å
0.3 0.1 0.0
-0.1 -0.2 0.0
0.3 0.2 0.1
-0.3 0.0 0.0
0.2 0.0 0.1
-0.2 0.1 0.0
0.2 -0.1 0.1
-0.3 -0.1 0.1
0.1 -0.1 0.0
0.0 0.0 0.0
-0.1 0.1 -0.1
0.0 0.2 0.1
0.0 -0.1 -0.1
-0.2 0.0 -0.1
0.1 0.0 -0.2
-0.1 -0.2 0.0
0.4 0.1 0.0
-0.1 0.2 0.0
0.0 -0.1 0.0
0.1 0.0 0.2
-0.6 0.2 0.5
0.6 -0.5 -0.8
0.0 0.2 0.1
0.0 -0.1 0.0
-0.1 0.1 -0.1
-0.1 0.0 0.0
0.1 0.1 0.0
0.0 0.0 0.0
0.0 -0.1 0.0
-0.2 -0.1 -0.1
0.0 0.0 0.0
0.0 0.1 0.0
0.0 0.0 0.0
0.0 0.0 0.0
0.1 -0.1 -0.1
0.1 0.0 0.0
-0.1 0.0 0.0
0.0 0.0 -0.1
0.1 0.0 -0.2
0.0 0.1 0.0
0.0 0.1 0.1
0.0 0.0 -0.1
0.0 0.0 0.0
0.0 0.0 -0.1
0.0 0.0 0.0
0.0 -0.1 0.1
0.0 -0.2 0.1
0.1 0.0 0.0
0.0 0.0 -0.1
0.0 0.0 0.0
0.0 0.1 0.0
0.1 0.0 0.1
0.0 0.0 0.0
-0.1 0.0 0.0
0.1 0.2 0.1
-0.2 0.0 0.0
-0.1 0.0 -0.1
0.0 0.0 0.0
0.0 -0.1 0.0
0.0 0.0 0.0
-0.1 0.1 0.0
0.0 -0.1 0.1
0.0 0.0 0.0
0.0 0.0 0.0
0.0 0.0 0.0
0.0 0.0 0.0
-0.1 0.0 0.0
0.0 0.0 0.0
0.1 -0.2 0.0
-0.1 0.1 0.0
0.0 0.1 0.1
0.0 0.0 0.0
0.0 0.0 0.0
0.0 0.0 0.0
0.0 0.0 0.0
0.0 0.0 0.0
0.0 0.0 0.0
0.1 0.1 0.0
0.0 0.0 0.1
0.0 0.0 0.0
0.0 0.0 0.0
0.0 0.0 0.0
0.1 -0.1 -0.1
0.0 0.0 0.0
0.0 0.0 0.0
0.0 0.0 0.0
0.0 0.0 -0.1
0.0 0.0 0.0
0.0 0.0 0.0
0.0 0.0 0.0
0.0 0.0 0.0
0.0 0.0 0.0
-0.1 0.0 0.0
0.0 0.0 0.0
0.0 -0.1 0.0
0.0 0.0 0.0
0.0 0.0 0.0
0.0 0.0 0.0
-0.1 0.0 0.1
0.0 0.0 0.0
0.0 0.0 0.0
0.0 0.0 0.0
0.0 0.0 0.0
0.0 0.0 0.0
0.0 0.0 0.0
0.0 0.0 0.0
0.0 0.0 0.0
0.0 0.0 0.0
0.1 0.0 0.0
0.0 0.0 0.0
0.0 0.0 0.0
0.0 0.0 0.0
-0.1 0.0 0.0
0.0 0.0 0.0
0.0 0.0 0.0
0.0 0.0 0.0
0.0 0.0 0.0
0.0 0.0 0.0